# 1
Here is a 5-piece molecular cluster, C3H18NO5S overall in a non-equilibrium geometry from OMol25. Energies are from ωB97M-V/def2-TZVPD.

The geometry in XYZ format:
```
28
Properties=species:S:1:pos:R:3:forces:R:3
C 0.731232 2.003252 1.681972 1.2 2.2 -1.8
O -0.342614 2.062688 2.550678 -0.3 -1.4 1.2
C 0.276649 1.227487 0.436532 0.0 0.1 0.2
C 1.248160 0.726175 -0.660291 0.1 2.2 2.7
S 2.157366 2.249902 -1.203598 -0.2 -1.2 -0.1
N -0.360681 -0.022288 0.999601 -0.4 0.3 0.2
H 1.021686 3.008872 1.302572 -0.3 -0.4 0.2
H 1.656621 1.706941 2.171541 -0.2 -0.8 0.2
H -0.868132 2.850332 2.593981 0.1 0.8 -0.4
H -0.424175 1.942904 -0.052346 -0.2 -1.2 0.4
H 1.886942 0.003262 -0.119803 0.0 0.0 -1.1
H 0.605186 0.387442 -1.440041 0.1 -0.2 -0.1
H 2.682654 1.576109 -2.234349 0.3 0.4 -0.1
H -1.285413 -0.187248 0.617110 -0.3 -0.2 -0.7
H 0.206586 -0.848393 0.820440 -0.2 -0.3 -0.1
H -0.509703 0.017427 2.013027 0.2 0.4 -0.1
H 0.062502 -3.293196 2.364683 -0.2 -0.1 0.1
H -1.326525 -2.757189 2.048759 -3.7 -0.8 0.9
O -0.449198 -2.643026 1.876051 3.9 0.7 -0.8
H 0.467991 -0.779492 -2.500311 -0.1 0.5 -0.4
H 1.815186 -0.364267 -3.198993 -0.2 0.4 -0.2
O 1.298067 -1.085227 -2.844527 0.5 -1.4 -0.3
H -3.081621 0.664295 -1.286590 -0.4 -0.5 -0.5
H -2.421640 -0.818691 -1.469525 -0.8 -0.2 -0.3
O -2.359479 0.061472 -1.110971 1.2 0.8 0.9
H -0.771515 -2.150646 -1.765342 0.2 -0.2 -0.2
H -1.046755 -3.242355 -0.770007 0.1 -0.1 0.2
O -0.869367 -2.296539 -0.820252 -0.3 0.1 -0.4
```
Positions in Å, forces in eV/Å.

Output
Calculated total energy (eV): -25958.9178
Total charge: +1
Highest occupied orbital energy (eV): -12.7
E_LUMO (eV): -2.9

---

# 2
Here is a 7-piece molecular cluster, C3H18O8 overall in a non-equilibrium geometry from OMol25. Energies are from ωB97M-V/def2-TZVPD.

The geometry in XYZ format:
```
29
Properties=species:S:1:pos:R:3:forces:R:3
O -0.913997 0.960448 0.486700 0.2 0.6 0.6
C -1.236569 1.991958 -0.070871 0.1 -1.0 -0.8
C -0.235936 2.962910 -0.631131 0.0 -0.5 -0.4
C 1.069647 2.285705 -1.147762 -0.1 0.2 1.5
O 0.891291 0.978219 -1.581811 0.2 -0.3 -1.2
H -2.298062 2.105293 -0.329725 0.0 0.6 0.3
H -0.703744 3.455833 -1.483018 -0.2 0.4 0.3
H -0.022161 3.642588 0.198217 0.1 0.4 -0.3
H 1.496085 2.859568 -1.964199 -0.2 0.0 -0.3
H 1.816133 2.345788 -0.346250 0.0 -0.2 0.1
H 0.472608 0.395286 -0.939020 0.2 0.2 0.5
O -2.138608 -1.385868 0.384775 0.3 0.1 0.3
H -3.085671 -1.383996 0.243813 -0.2 0.0 0.0
H -1.916048 -0.511875 0.777389 -0.1 -0.5 -0.5
O 1.509878 -1.531853 -0.456761 0.8 0.3 0.3
H 2.281944 -1.043909 -0.765225 -0.2 0.1 -0.4
H 1.783689 -1.800871 0.448957 -0.6 -0.1 -0.2
O 0.365836 -4.034096 -0.703941 0.3 0.1 0.0
H 0.643116 -3.124765 -0.920797 0.2 -0.1 0.1
H -0.574532 -3.951226 -0.567713 -0.5 0.0 0.0
O 1.209264 -2.756381 1.860282 -0.4 -0.4 0.2
H 1.151304 -3.596058 1.376592 0.3 0.0 -0.1
H 0.282969 -2.479581 1.804045 0.1 0.3 0.1
O 1.724701 0.915668 3.788893 0.7 0.7 -0.4
H 1.851813 0.055975 4.184043 -0.5 -0.3 0.1
H 0.803699 1.170787 3.764203 -0.2 -0.4 0.2
O -2.245536 0.734205 -2.252090 -0.5 0.5 0.2
H -1.741672 -0.020654 -1.948544 0.2 -0.4 -0.2
H -2.241436 0.760905 -3.209040 0.2 -0.3 -0.1
```
Positions in Å, forces in eV/Å.

Output
SMILES string: O=CCCO.O.O.O.O.O.O
Calculated total energy (eV): -19782.6756
Highest occupied orbital energy (eV): -10.2
E_LUMO (eV): 0.4

---

# 3
Here is C3H19AsF6O6 as an isolated structure in a non-equilibrium geometry from OMol25. Energies are from ωB97M-V/def2-TZVPD.

The geometry in XYZ format:
```
35
Properties=species:S:1:pos:R:3:forces:R:3
O 1.400610 -0.101245 0.545344 1.2 -1.0 -0.9
H 2.196430 0.426935 0.641774 0.7 0.5 0.6
H 0.974260 -0.367195 1.363324 -0.3 -0.6 1.9
H 0.755710 0.358475 0.002794 -1.0 1.0 -1.4
As -0.010850 -2.755295 -2.421676 -0.7 -0.9 -0.6
F 1.468630 -1.924635 -2.918506 -0.9 -0.3 0.6
F -0.124820 -1.847675 -0.893626 0.3 0.0 -0.3
F -1.550050 -3.601675 -1.904416 1.5 1.0 -0.5
F 0.033690 -3.752615 -3.887016 -0.3 1.1 1.1
F 0.960260 -3.988785 -1.585486 -0.8 1.0 -0.5
F -0.954120 -1.403295 -3.174146 0.8 -1.6 0.6
O 4.316720 -0.458995 1.354854 -0.3 0.3 0.1
H 4.663300 -0.193415 0.503044 0.2 0.1 -0.3
H 4.771060 -1.277585 1.554164 0.0 -0.3 0.1
O -1.796970 -3.023285 1.165104 -0.3 0.2 0.8
H -1.024210 -2.471585 1.043844 0.3 -0.2 -0.4
H -1.996800 -3.352365 0.288744 0.1 -0.1 -0.5
O 2.443740 2.575765 1.019434 -0.1 -0.4 -0.1
H 2.939030 3.283035 1.432604 0.3 0.1 0.2
H 1.910720 3.012385 0.354994 -0.3 0.1 -0.2
O 0.048870 -0.768925 2.639714 0.0 0.2 -0.2
H 0.070890 -1.127695 3.526864 0.3 -0.2 0.2
H -0.880210 -0.619935 2.464094 -0.5 -0.1 -0.1
C -1.565300 2.859935 0.666344 -1.3 0.4 0.8
C -1.465750 1.568365 -0.048386 -0.6 -0.5 1.2
C -2.466250 1.289585 -1.109226 -1.6 -0.8 -0.6
O -0.163850 1.601265 -0.532916 1.6 -0.8 -1.1
H -0.720520 2.991295 1.342504 0.1 0.1 -0.2
H -2.455240 2.819435 1.294394 -0.2 0.6 -0.1
H -1.620790 3.630895 -0.102196 -0.1 0.5 0.4
H -1.574710 0.785105 0.701764 0.5 -0.4 0.0
H -2.258900 1.686535 -2.102966 0.2 0.4 0.2
H -3.459230 1.594105 -0.778536 0.0 0.5 -0.1
H -2.647520 0.229085 -1.284116 0.6 -0.2 0.0
H -0.217830 2.323995 -1.162476 0.7 -0.1 -0.6
```
Positions in Å, forces in eV/Å.

Output
Calculated total energy (eV): -92850.0162
Highest occupied orbital energy (eV): -10.8
E_LUMO (eV): -0.5

---

# 4
Here is a 7-piece molecular cluster, C3H19N2O7S overall in a non-equilibrium geometry from OMol25. Energies are from ωB97M-V/def2-TZVPD.

The geometry in XYZ format:
```
32
Properties=species:S:1:pos:R:3:forces:R:3
N 1.719934 -2.006665 0.977678 -0.8 -0.2 0.1
C 0.531324 -1.178898 1.210448 -0.4 0.5 3.0
C 0.459931 0.217650 0.578594 2.9 -1.5 -2.2
S 1.475665 1.504109 1.411120 0.1 -0.6 0.2
C -0.729624 -2.041590 0.915727 0.3 -1.9 0.5
N -0.788750 -2.591098 -0.333698 0.4 0.9 0.6
O -1.494280 -2.457376 1.785152 0.1 1.1 0.0
H 2.409833 -1.698474 1.607797 0.8 0.3 1.4
H 2.171215 -1.744568 0.140953 0.1 0.3 -1.7
H 0.531358 -0.972354 2.397850 -0.3 -0.7 -2.6
H 0.667540 0.086228 -0.589656 -0.4 0.6 2.4
H -0.498376 0.512290 0.751952 -2.8 0.9 -0.2
H -0.282001 -2.122709 -1.061777 -0.1 0.0 0.0
H -1.616852 -3.056687 -0.645510 -0.4 -0.2 0.3
H 0.003913 -0.582126 -2.574132 1.1 -1.5 -0.1
H 0.792551 -2.056774 -2.660048 -1.0 1.3 -0.2
O -0.081370 -1.589831 -2.632751 1.0 0.7 -0.8
H -1.119521 1.138236 2.932366 2.4 1.0 1.2
H -2.052059 0.071755 2.706119 -1.0 -4.0 1.0
O -1.855317 0.906260 2.434435 -1.5 3.0 -2.2
H -1.790438 -1.551902 -2.653787 -2.5 1.1 -0.1
H -2.792081 -0.792759 -1.741019 -0.1 0.2 0.6
O -2.729251 -1.108888 -2.635980 2.2 -1.3 -0.6
H 0.293918 1.396934 -3.136204 0.7 -0.1 0.3
H 1.321304 1.746825 -2.011299 0.2 0.0 -0.2
O 1.066303 1.031435 -2.661380 -1.2 -0.5 -0.9
H 0.990735 3.134400 -0.756661 0.6 0.1 -0.6
H 2.225466 2.434345 -0.466594 1.4 -1.5 2.4
O 1.862735 2.907599 -1.173370 -1.9 2.1 -1.8
H 0.095516 2.923373 0.857680 -1.7 1.1 -1.4
H -1.369771 2.751991 0.566712 -1.2 -0.6 0.1
O -0.728942 3.375501 0.261502 3.0 -0.6 1.5
```
Positions in Å, forces in eV/Å.

Output
Calculated total energy (eV): -31569.0125
Total charge: -1
Highest occupied orbital energy (eV): -4.5
E_LUMO (eV): 2.9

---

# 5
Here is a 6-piece molecular cluster, C3H19O6 overall in a non-equilibrium geometry from OMol25. Energies are from ωB97M-V/def2-TZVPD.

The geometry in XYZ format:
```
28
Properties=species:S:1:pos:R:3:forces:R:3
O 0.280711 0.453760 1.347083 -0.5 0.5 0.6
H 0.301482 -0.364981 0.770368 -0.1 -0.2 0.5
H 0.811752 0.396668 2.200338 0.4 -0.3 -0.5
H -0.680973 0.681926 1.578917 0.1 0.0 -0.7
O -2.257739 1.121948 1.304863 -0.1 0.1 0.2
H -2.478694 1.916486 0.798765 0.1 -0.1 0.1
H -3.009026 0.978798 1.897559 0.2 0.0 -0.1
O -0.155746 -2.007773 0.456994 -0.1 0.0 -0.3
H -0.423970 -2.864286 0.813335 0.1 0.2 0.1
H -0.466051 -2.004165 -0.458127 0.2 0.0 0.0
O 1.955329 -2.625912 4.210169 -0.1 0.2 -0.2
H 1.947425 -1.744648 3.811780 0.1 -0.3 0.0
H 2.294010 -3.214526 3.525566 0.0 0.1 0.1
O 2.071025 0.266960 3.314387 0.0 0.2 0.2
H 2.960586 0.543546 3.045903 -0.2 -0.1 0.0
H 2.016846 0.471397 4.261779 -0.1 0.0 -0.2
C -1.505202 -0.182636 -2.496983 0.0 0.5 1.0
C -0.134604 0.329911 -2.883175 0.5 0.5 -0.4
C -0.116252 1.828881 -3.175588 -1.0 -0.1 0.4
O 0.775197 0.047673 -1.789642 -0.4 0.0 -0.1
H -2.206401 -0.328820 -3.311727 0.2 -0.2 -0.2
H -1.986742 0.520852 -1.804131 0.1 0.1 -0.1
H -1.396791 -1.079160 -1.893434 -0.1 -0.4 -0.4
H 0.248537 -0.179453 -3.773705 -0.2 -0.2 0.1
H -0.901457 2.093914 -3.889396 0.3 -0.1 -0.3
H 0.848597 2.184775 -3.524994 0.0 0.0 0.0
H -0.420971 2.361987 -2.268382 0.4 0.0 0.1
H 1.629130 0.396891 -2.068535 0.0 -0.1 0.2
```
Positions in Å, forces in eV/Å.

Output
Calculated total energy (eV): -15698.1441
Total charge: +1
Highest occupied orbital energy (eV): -13.4
E_LUMO (eV): -3.0

---

# 6
Here is a 7-piece molecular cluster, C3H20N2O7 overall in a non-equilibrium geometry from OMol25. Energies are from ωB97M-V/def2-TZVPD.

The geometry in XYZ format:
```
32
Properties=species:S:1:pos:R:3:forces:R:3
N -1.131984 2.385463 -2.034969 -3.7 -3.9 -1.2
C -0.382460 1.222236 -2.546954 0.0 -1.8 0.6
N 0.969948 0.878835 -2.048381 -2.1 0.8 1.2
C 1.146021 0.973657 -0.553262 -0.8 -2.2 -2.7
C 2.405703 0.084790 -0.366556 0.3 1.3 -0.7
O 2.923131 -0.154153 0.684029 0.2 -0.3 0.3
H -1.949765 1.860496 -1.539194 1.8 2.3 -0.8
H -0.645360 2.871454 -1.386513 1.8 2.0 2.4
H -0.298753 1.338053 -3.622828 0.0 -0.4 -0.2
H -1.026563 0.302290 -2.262914 0.9 1.2 -0.9
H 1.659566 1.338577 -2.580877 1.0 0.8 -0.4
H 0.948380 1.956574 -0.114392 1.0 -0.1 0.3
H 0.314579 0.326382 -0.211095 0.3 0.3 0.3
H 2.827438 -0.298915 -1.366008 -0.6 0.2 1.2
O 1.233643 -2.938894 -1.661162 -0.7 0.9 0.1
H 0.847999 -2.826607 -0.754362 0.3 -0.3 -1.1
H 0.578983 -2.405619 -2.169936 0.8 -0.6 0.3
O 0.731856 -1.410306 1.972424 -2.0 0.2 0.7
H 1.541117 -1.127036 1.596598 1.5 0.6 -0.4
H 0.185675 -0.564056 2.104772 0.9 -0.9 -0.1
O -2.012221 2.065551 0.861806 -1.0 3.2 0.7
H -1.190931 2.581993 0.638048 -1.2 -0.9 0.5
H -2.299335 2.495968 1.751593 0.8 -1.1 -2.4
O -0.605327 -2.821803 0.236707 -1.1 -0.7 -0.9
H -0.014354 -2.376437 0.875693 0.2 -0.5 1.0
H -0.577290 -3.801181 0.176469 0.3 1.2 0.6
O -0.626319 0.873987 2.213427 -1.7 -1.4 3.5
H -1.618769 0.473469 2.149206 2.6 0.9 0.0
H -0.596640 1.037812 3.211587 0.4 -0.4 -1.9
O -2.953599 -0.476991 1.934853 -0.6 0.6 -1.6
H -2.559892 -0.769950 1.058723 -0.9 0.3 1.3
H -3.722980 0.126843 1.714280 1.4 -1.1 0.1
```
Positions in Å, forces in eV/Å.

Output
SMILES string: NCNCC=O.O.O.O.O.O.O
Calculated total energy (eV): -20745.7406
Highest occupied orbital energy (eV): -9.2
E_LUMO (eV): -0.1

---

Relative energy (zero: lowest compared OMol25 entry of this formula, charge and spin) per entry: 0.0, 13.3, 38.8, 51.1, 0.0, 98.9 kcal per mole